33
Properties=species:S:1:pos:R:3:forces:R:3:mulliken_charge:R:1 method="wB97M-V/def2-TZVPD" charge=+2 multiplicity=1 gap_ev=5.74
Hf -2.272397 0.328205 -0.188730 6.4 5.1 -2.2 1.652
O -0.227675 0.945898 -0.211162 -2.9 1.5 -0.5 -0.061
O -2.308319 1.920545 1.270633 -0.9 -0.1 1.7 -0.434
O 3.870173 -1.642698 0.026860 -0.1 -1.8 -0.7 -0.583
O 1.830044 0.560503 -0.835341 -1.1 2.9 -1.4 -0.576
O 0.644948 -0.444532 3.783329 -1.9 -0.1 -0.2 -0.630
O -1.875600 3.722320 -2.713689 0.0 -1.1 3.1 -0.424
O -3.139972 4.045491 -0.944246 2.3 -2.0 0.0 -0.518
O 1.001800 -2.205075 0.994916 -1.9 -1.0 0.0 -0.544
O -2.222706 2.120424 -1.359337 -0.5 -7.1 2.6 -0.537
O 1.399067 0.667937 1.168421 -1.5 2.6 1.5 -0.488
O 1.142634 -1.609595 -2.255901 0.3 1.3 1.6 -0.712
O -1.370798 -0.536269 1.555065 -1.7 -0.8 2.2 -0.377
O -1.187888 -1.304410 -0.983556 -1.8 -0.2 0.5 -0.310
O -0.420483 0.462003 -2.945124 -1.5 0.6 0.5 -0.453
N -2.324027 3.343609 -1.607149 -3.1 6.8 -4.2 0.839
N 1.026079 0.958446 0.021888 3.5 -7.4 1.2 0.824
H -3.096573 2.471963 1.433085 0.0 0.6 -0.6 0.384
H 1.632330 -0.920629 -1.688564 -0.8 -1.3 -1.3 0.396
H 4.509908 -1.552542 0.711175 1.0 0.1 0.7 0.308
H 0.049772 -0.360949 -2.972616 1.0 -0.6 -0.5 0.360
H -1.878142 1.908219 2.158697 0.1 -0.2 -0.7 0.386
H 1.625922 -1.839628 1.586625 1.7 0.9 0.5 0.271
H -0.476700 -0.341916 1.979831 0.1 0.0 -0.3 0.379
H -1.931401 -0.880781 2.324416 1.1 0.4 -1.1 0.385
H -0.287799 -1.660603 -0.930286 1.7 0.0 0.5 0.241
H 0.586737 -1.402189 3.723791 0.6 -0.1 0.3 0.336
H 3.377013 -0.856851 0.040842 -0.8 1.9 0.0 0.290
H 1.833902 -2.151047 -2.629323 0.4 -0.6 -0.2 0.313
H -0.097249 1.049466 -3.628892 0.1 0.0 -0.3 0.251
H 1.408212 -0.129868 3.324814 1.1 0.2 -0.3 0.333
H -1.472200 -1.744453 -1.769013 -0.7 -0.6 -1.7 0.375
H 0.651389 -2.920993 1.558543 0.0 -0.1 -0.8 0.323